Run i
Here is 2 unconnected molecules or ions with the total composition C3H2O3 from the OMol25 dataset. Energies are from ωB97M-V with the def2-TZVPD basis set.

Properties
Charge   0
HOMO-LUMO gap   9.07 eV

Each line ends with the Mulliken charge.
CARTESIAN COORDINATES (ANGSTROEM)
1 C 0.0454 0.5648 -0.0403  -0.17
2 C 0.4108 -0.5853 0.3609  -0.14
3 O -0.6880 -0.0577 1.1156  -0.40
4 H -0.1678 1.4528 -0.5681  0.38
5 H 0.9986 -1.4544 0.4812  0.33
6 O -4.2070 -1.0654 -0.2062  -0.36
7 C -3.9285 0.0319 -0.0454  0.72
8 O -3.6669 1.1344 0.1036  -0.36

Run ii
Here is 2 unconnected molecules or ions with the total composition C3H2O3 from the OMol25 dataset. Energies are from ωB97M-V with the def2-TZVPD basis set.

Properties
Charge   0
HOMO-LUMO gap   8.90 eV

Each line ends with the Mulliken charge.
CARTESIAN COORDINATES (ANGSTROEM)
1 C -2.0887 0.4069 0.3273  0.81
2 C 1.9368 -0.0932 -0.3186  -0.08
3 C -1.8055 -0.6868 1.1666  -0.35
4 O -2.5482 1.3785 -0.1338  -0.37
5 O -1.2732 -0.7537 -0.0400  -0.09
6 O 1.3856 -0.9673 0.2874  -0.35
7 H 1.3240 0.5708 -1.1105  0.19
8 H 3.0693 0.1448 -0.1784  0.25

Run iii
Here is C3H2O3 in the gas phase from the OMol25 dataset. Energies are from ωB97M-V with the def2-TZVPD basis set.

Properties
Charge   0
HOMO-LUMO gap   8.18 eV

Each line ends with the Mulliken charge.
CARTESIAN COORDINATES (ANGSTROEM)
1 O -2.0722 0.6493 0.9096  -0.40
2 C -0.9085 0.3816 0.7772  0.00
3 C -0.1951 0.3139 -0.5888  0.53
4 O -0.5340 0.8681 -1.6035  -0.44
5 C 1.0410 -0.5657 -0.4280  0.01
6 O 1.6006 -0.5697 0.6449  -0.43
7 H -0.2083 0.0909 1.5836  0.37
8 H 1.3399 -1.2285 -1.2539  0.36

Run iv
Here is C3H2O3 in the gas phase from the OMol25 dataset. Energies are from ωB97M-V with the def2-TZVPD basis set.

Properties
Charge   0
HOMO-LUMO gap   8.43 eV

Each line ends with the Mulliken charge.
CARTESIAN COORDINATES (ANGSTROEM)
1 O 1.2666 -1.4690 -0.1332  -0.43
2 C 1.2942 -0.2288 0.1373  -0.15
3 C 0.1462 0.6643 0.1109  0.63
4 O 0.4014 1.8081 -0.0662  -0.41
5 C -1.3750 0.1881 -0.1142  0.00
6 O -1.7427 -0.9653 0.0866  -0.40
7 H 2.2421 0.2217 0.2019  0.42
8 H -2.0364 1.0461 -0.1035  0.34

Which structure is the most stable? The one labeled run iii.

Run i
Here is a molecular structure, C32H43N7RbSSb2 from the OMol25 dataset. Energies are from ωB97M-V with the def2-TZVPD basis set.

Properties
Charge   +1
HOMO-LUMO gap   8.05 eV

Each line ends with the Mulliken charge.
CARTESIAN COORDINATES (ANGSTROEM)
1 Rb -0.9107 0.0459 -0.3980  0.99
2 C 2.3385 -2.4896 -0.9116  -0.98
3 N 1.2491 -1.8896 -1.6579  0.26
4 C 0.9854 -2.5898 -2.8989  -1.14
5 C -0.2845 -2.1157 -3.5360  0.05
6 N -1.2383 -1.4575 -2.9423  -0.16
7 C -2.1874 -1.2208 -3.9324  0.63
8 C -3.3814 -0.5059 -3.8704  -0.74
9 C -4.1028 -0.3589 -5.0390  -0.62
10 C -3.6597 -0.9178 -6.2482  -0.36
11 C -2.4811 -1.6351 -6.3249  -1.20
12 C -1.7576 -1.7660 -5.1457  0.50
13 N -0.5300 -2.3386 -4.8610  0.06
14 C 2.6664 -1.6419 0.2741  0.22
15 N 2.3901 -0.3714 0.3804  -0.40
16 C 2.9462 0.0124 1.6018  0.41
17 C 2.9945 1.2630 2.2142  -0.63
18 C 3.6089 1.3544 3.4469  -0.70
19 C 4.1746 0.2315 4.0685  -0.58
20 C 4.1582 -1.0116 3.4660  -1.08
21 C 3.5418 -1.0898 2.2232  0.76
22 N 3.3524 -2.1384 1.3408  0.05
23 H 3.2559 -2.6129 -1.5110  0.32
24 H 2.0372 -3.4883 -0.5824  0.43
25 H 1.4769 -0.9139 -1.8325  0.10
26 H 0.8907 -3.6587 -2.6797  0.44
27 H 1.8058 -2.4963 -3.6296  0.45
28 H -3.7142 -0.0571 -2.9450  0.38
29 H -5.0301 0.1964 -5.0263  0.41
30 H -4.2583 -0.7879 -7.1389  0.42
31 H -2.1442 -2.0667 -7.2569  0.46
32 H 0.0612 -2.8433 -5.4984  0.22
33 H 2.5664 2.1301 1.7336  0.54
34 H 3.6587 2.3115 3.9481  0.43
35 H 4.6452 0.3446 5.0352  0.40
36 H 4.6078 -1.8734 3.9394  0.45
37 H 3.6706 -3.0855 1.4542  0.25
38 C -1.8425 4.5559 2.7356  -1.35
39 Sb -1.4175 2.6191 1.9340  0.72
40 C 0.2529 3.3240 0.7613  -1.23
41 C -0.1531 1.9126 3.5467  0.03
42 C -0.9051 1.3077 4.6920  0.60
43 C -1.7430 2.1238 5.4521  -0.46
44 C -2.4729 1.6299 6.5172  -0.82
45 C -2.3708 0.2862 6.8474  -0.74
46 C -1.5334 -0.5320 6.1118  -0.73
47 C -0.7886 -0.0474 5.0353  0.54
48 C 0.0995 -0.9996 4.2933  -0.93
49 Sb -0.8289 -1.7520 2.4852  0.13
50 C -2.5916 -2.4725 3.4568  -1.37
51 C 0.2093 -3.6309 2.5054  -1.34
52 H -2.6814 4.5211 3.4257  0.35
53 H -2.0987 5.2164 1.9088  0.43
54 H -0.9601 4.9416 3.2444  0.39
55 H 0.9223 3.8932 1.4066  0.51
56 H -0.1148 3.9617 -0.0402  0.46
57 H 0.8064 2.4983 0.3095  0.14
58 H 0.4231 2.7834 3.8693  0.60
59 H 0.5479 1.2125 3.0991  -0.88
60 H -1.8091 3.1766 5.2050  0.43
61 H -3.1089 2.2893 7.0911  0.43
62 H -2.9290 -0.1183 7.6800  0.41
63 H -1.4365 -1.5764 6.3842  0.39
64 H 0.3000 -1.8800 4.9056  0.75
65 H 1.0579 -0.5578 4.0200  0.00
66 H -2.3143 -3.0921 4.3081  0.34
67 H -3.1796 -3.0634 2.7566  0.43
68 H -3.1904 -1.6335 3.8045  0.38
69 H 0.0146 -4.1361 3.4501  0.46
70 H 1.2788 -3.4576 2.4067  0.28
71 H -0.1281 -4.2618 1.6852  0.41
72 S -1.3179 2.3161 -2.5408  -0.23
73 C -0.3787 1.8926 -3.8795  0.01
74 N 0.9684 1.9280 -3.8189  -0.08
75 C 1.8310 1.7731 -4.9806  -0.81
76 C 1.1917 0.7742 -5.9303  -0.16
77 C -0.2178 1.2336 -6.2618  -0.68
78 N -0.9406 1.5074 -5.0291  -0.08
79 H 1.3357 2.3568 -2.9844  0.21
80 H 2.8057 1.4276 -4.6374  0.44
81 H 1.9749 2.7359 -5.4828  0.32
82 H 1.1530 -0.2079 -5.4506  -0.10
83 H 1.7824 0.6860 -6.8409  0.43
84 H -0.7686 0.4696 -6.8098  0.27
85 H -0.1867 2.1338 -6.8840  0.43
86 H -1.9490 1.4642 -5.0231  0.24

Run ii
Here is a molecular structure, C32H43N7RbSSb2 from the OMol25 dataset. Energies are from ωB97M-V with the def2-TZVPD basis set.

Properties
Charge   +1
HOMO-LUMO gap   8.04 eV

Each line ends with the Mulliken charge.
CARTESIAN COORDINATES (ANGSTROEM)
1 Rb 0.3567 0.1157 -0.2697  1.00
2 C -2.4536 1.5285 2.4672  -0.98
3 N -2.3071 0.5788 1.3796  0.21
4 C -3.5854 0.1226 0.8709  -1.13
5 C -3.4292 -0.6151 -0.4206  -0.02
6 N -2.3828 -0.5945 -1.1946  -0.21
7 C -2.7081 -1.3918 -2.2841  0.46
8 C -1.9569 -1.7363 -3.4048  -0.74
9 C -2.5406 -2.5723 -4.3377  -0.57
10 C -3.8436 -3.0611 -4.1739  -0.48
11 C -4.6047 -2.7289 -3.0686  -0.94
12 C -4.0120 -1.8916 -2.1329  0.37
13 N -4.4483 -1.3722 -0.9295  0.12
14 C -1.1218 1.8456 3.0591  0.25
15 N -0.0913 1.0465 3.0317  -0.41
16 C 0.8830 1.6757 3.7984  0.45
17 C 2.1574 1.2463 4.1594  -0.63
18 C 2.9221 2.0880 4.9438  -0.66
19 C 2.4365 3.3300 5.3726  -0.60
20 C 1.1623 3.7591 5.0524  -1.05
21 C 0.3950 2.9065 4.2689  0.72
22 N -0.8955 2.9800 3.7817  0.05
23 H -3.0949 1.1416 3.2763  0.30
24 H -2.9255 2.4383 2.0866  0.41
25 H -1.7720 -0.2148 1.7222  0.13
26 H -4.2163 0.9980 0.6860  0.49
27 H -4.1302 -0.5121 1.5876  0.46
28 H -0.9487 -1.3654 -3.5334  0.40
29 H -1.9859 -2.8578 -5.2216  0.41
30 H -4.2640 -3.7080 -4.9321  0.42
31 H -5.6139 -3.1007 -2.9407  0.49
32 H -5.3608 -1.4982 -0.5266  0.24
33 H 2.5243 0.2795 3.8408  0.53
34 H 3.9152 1.7808 5.2441  0.43
35 H 3.0737 3.9651 5.9733  0.40
36 H 0.7812 4.7085 5.4059  0.45
37 H -1.5522 3.7218 3.9518  0.25
38 C 5.8283 -0.8714 0.0192  -1.34
39 Sb 3.8360 -0.0500 -0.0275  0.71
40 C 3.1743 -1.3677 1.5538  -1.25
41 C 4.1441 1.6121 1.3561  -0.07
42 C 4.6786 2.8526 0.7092  0.69
43 C 5.9681 2.8087 0.1723  -0.51
44 C 6.5420 3.9059 -0.4428  -0.82
45 C 5.8246 5.0901 -0.5233  -0.73
46 C 4.5532 5.1548 0.0178  -0.77
47 C 3.9576 4.0537 0.6391  0.59
48 C 2.5819 4.2175 1.2075  -0.84
49 Sb 1.0332 3.4066 -0.0874  0.09
50 C 1.5236 4.6034 -1.8040  -1.36
51 C -0.4944 4.7554 0.6172  -1.32
52 H 6.4636 -0.3913 -0.7223  0.36
53 H 5.7629 -1.9337 -0.2130  0.43
54 H 6.2600 -0.7460 1.0113  0.38
55 H 3.8719 -1.3076 2.3893  0.49
56 H 3.1489 -2.3888 1.1781  0.44
57 H 2.1749 -1.0940 1.8944  0.19
58 H 4.8504 1.2423 2.1024  0.59
59 H 3.1863 1.7746 1.8464  -0.74
60 H 6.5329 1.8860 0.2537  0.41
61 H 7.5423 3.8412 -0.8510  0.42
62 H 6.2609 5.9631 -0.9911  0.40
63 H 4.0119 6.0931 -0.0271  0.38
64 H 2.3472 5.2762 1.3167  0.74
65 H 2.4671 3.7404 2.1833  -0.13
66 H 1.5910 5.6525 -1.5200  0.35
67 H 0.7456 4.4822 -2.5567  0.42
68 H 2.4762 4.2822 -2.2227  0.38
69 H -0.1686 5.7836 0.4679  0.46
70 H -0.6714 4.5857 1.6780  0.27
71 H -1.4214 4.5882 0.0692  0.41
72 S 0.5218 -2.9885 -0.5921  -0.25
73 C -0.9087 -3.6021 0.0288  0.02
74 N -1.1127 -3.6957 1.3606  -0.10
75 C -2.2609 -4.3807 1.9434  -0.83
76 C -3.4695 -4.1291 1.0560  -0.03
77 C -3.1463 -4.6034 -0.3517  -0.59
78 N -1.8993 -3.9894 -0.7866  -0.06
79 H -0.2979 -3.5482 1.9305  0.24
80 H -2.4296 -3.9849 2.9444  0.44
81 H -2.0716 -5.4549 2.0308  0.32
82 H -3.6718 -3.0552 1.0344  -0.22
83 H -4.3472 -4.6450 1.4418  0.44
84 H -3.9324 -4.3186 -1.0508  0.15
85 H -3.0605 -5.6939 -0.3660  0.46
86 H -1.7242 -3.8639 -1.7704  0.21

Which structure is the most stable? The one labeled run i.